C60H73N11O19 | ωB97M-V/def2-TZVPD

Positions of all 163 atoms, in Å:
O -24.013 7.889 22.270
N -24.301 6.797 21.822
O -25.471 6.485 21.689
C -23.252 5.889 21.354
C -21.935 6.335 21.178
C -20.973 5.501 20.647
C -21.312 4.165 20.401
C -22.585 3.706 20.637
C -23.578 4.561 21.109
H -21.629 7.342 21.432
H -19.948 5.787 20.459
H -20.581 3.408 20.139
H -22.851 2.675 20.470
H -24.627 4.301 21.119
O -23.599 10.941 21.715
N -22.740 10.383 21.069
O -22.829 10.154 19.878
C -21.503 10.001 21.727
C -21.450 9.984 23.125
C -20.301 9.549 23.750
C -19.178 9.157 23.034
C -19.261 9.184 21.646
C -20.413 9.583 20.973
H -22.327 10.192 23.720
H -20.287 9.491 24.831
H -18.265 8.791 23.481
H -18.411 8.932 21.023
H -20.497 9.463 19.903
O -18.870 6.691 28.258
N -19.028 6.308 27.115
O -18.177 5.710 26.494
C -20.334 6.485 26.507
C -21.275 7.361 27.027
C -22.473 7.652 26.375
C -22.743 6.980 25.183
C -21.818 6.094 24.658
C -20.578 5.910 25.266
H -21.145 7.842 27.989
H -23.077 8.422 26.829
H -23.622 7.269 24.622
H -22.075 5.597 23.733
H -19.905 5.196 24.815
O -24.520 1.397 21.720
N -23.670 0.535 21.828
O -22.499 0.781 22.042
C -24.018 -0.869 21.582
C -23.072 -1.869 21.759
C -23.432 -3.174 21.518
C -24.749 -3.457 21.129
C -25.729 -2.494 21.003
C -25.321 -1.180 21.287
H -22.043 -1.682 22.032
H -22.712 -3.973 21.607
H -24.984 -4.492 20.903
H -26.737 -2.549 20.623
H -26.055 -0.386 21.246
O -19.427 1.103 16.515
N -19.284 2.231 16.920
O -18.509 2.545 17.799
C -20.045 3.353 16.347
C -20.012 4.598 16.964
C -20.618 5.685 16.346
C -21.444 5.439 15.254
C -21.681 4.145 14.783
C -20.887 3.124 15.270
H -19.390 4.766 17.834
H -20.691 6.670 16.785
H -21.952 6.264 14.769
H -22.413 3.982 14.006
H -20.972 2.113 14.892
O -25.072 3.844 18.544
N -26.194 4.286 18.379
O -27.198 3.602 18.294
C -26.383 5.732 18.289
C -25.265 6.523 18.056
C -25.419 7.888 17.889
C -26.658 8.459 18.191
C -27.800 7.686 18.344
C -27.637 6.313 18.451
H -24.345 6.027 17.772
H -24.649 8.586 17.594
H -26.734 9.538 18.124
H -28.781 8.117 18.479
H -28.474 5.684 18.725
O -29.988 7.357 21.651
N -30.156 8.486 22.075
O -31.204 8.869 22.549
C -29.033 9.414 21.953
C -29.279 10.782 22.075
C -28.245 11.673 21.802
C -26.982 11.225 21.408
C -26.735 9.855 21.482
C -27.766 8.952 21.668
H -30.252 11.147 22.370
H -28.358 12.733 21.987
H -26.185 11.920 21.191
H -25.751 9.490 21.218
H -27.508 7.909 21.534
O -21.280 1.406 18.859
N -21.646 0.324 18.427
O -21.334 -0.738 18.924
C -22.770 0.316 17.484
C -23.190 -0.854 16.904
C -24.358 -0.944 16.136
C -25.008 0.245 15.811
C -24.520 1.457 16.314
C -23.418 1.505 17.161
H -22.742 -1.785 17.233
H -24.700 -1.932 15.869
H -25.841 0.298 15.123
H -25.026 2.369 16.032
H -23.346 2.439 17.703
C -29.768 0.668 22.860
O -29.526 1.906 22.249
C -29.946 3.011 23.063
C -29.522 4.317 22.404
C -28.081 4.384 21.903
N -29.691 5.377 23.426
H -29.009 -0.035 22.511
H -30.759 0.258 22.669
H -29.517 0.658 23.929
H -31.013 2.945 23.283
H -29.317 2.905 23.953
H -30.173 4.603 21.566
H -27.918 5.381 21.489
H -27.843 3.620 21.164
H -27.378 4.278 22.733
H -30.667 5.286 23.719
H -29.727 6.243 22.887
C -14.862 8.268 15.067
O -15.810 7.490 15.740
C -16.217 7.994 16.990
C -16.976 6.856 17.712
C -17.604 7.509 18.940
N -16.040 5.801 18.121
H -14.042 8.622 15.702
H -15.301 9.151 14.584
H -14.428 7.667 14.267
H -15.353 8.227 17.628
H -16.798 8.922 16.925
H -17.694 6.386 17.041
H -18.372 8.224 18.646
H -16.834 8.026 19.521
H -18.007 6.789 19.657
H -15.619 5.470 17.259
H -15.324 6.218 18.707
C -17.390 3.803 20.733
O -18.180 3.839 21.903
C -18.624 2.555 22.286
C -19.356 2.667 23.618
C -18.439 3.120 24.754
N -19.983 1.396 23.981
H -16.511 3.175 20.922
H -17.017 4.805 20.531
H -17.912 3.447 19.841
H -19.290 2.085 21.552
H -17.727 1.936 22.419
H -20.108 3.457 23.474
H -17.743 2.364 25.129
H -18.978 3.423 25.654
H -17.804 3.948 24.438
H -20.550 1.661 24.784
H -20.656 1.127 23.273

Properties
Kohn-Sham gap   0.2995 hartree
Energy relative to the best compared isomer or geometry (same formula, charge and spin)   0.00 kcal per mole
LUMO level   -0.73 eV
SMILES   O=[N+]([O-])c1ccccc1.O=[N+]([O-])c1ccccc1.O=[N+]([O-])c1ccccc1.O=[N+]([O-])c1ccccc1.O=[N+]([O-])c1ccccc1.O=[N+]([O-])c1ccccc1.O=[N+]([O-])c1ccccc1.O=[N+]([O-])c1ccccc1.COC[C@H](C)N.COC[C@H](C)N.COC[C@H](C)N
E_HOMO   -8.878 eV



C60H77NO25P3S2 | ωB97M-V/def2-TZVPD

Positions of all 168 atoms, in Å:
C 3.869 1.747 1.516
C 5.030 1.002 2.212
C 5.870 0.157 1.242
C 6.886 0.984 0.441
C 7.800 0.118 -0.440
C 7.113 -0.391 -1.716
C 6.926 0.635 -2.856
C 5.558 1.333 -2.797
C 5.034 1.915 -4.128
C 3.505 1.799 -4.291
C 2.734 2.953 -3.628
C 2.662 2.851 -2.091
C 1.359 2.260 -1.543
C 0.146 3.186 -1.785
C -0.680 3.434 -0.512
C -2.051 4.160 -0.637
P -2.807 4.342 -2.319
S -1.865 5.278 -3.709
C -3.022 3.345 0.267
P -3.424 4.270 1.795
S -4.668 5.709 1.554
N -2.425 1.987 0.484
C -3.043 0.926 -0.422
C -2.124 -0.219 -0.810
C -2.933 -1.273 -1.606
C -3.029 -2.641 -0.902
C -1.876 -3.600 -1.263
C -0.823 -3.750 -0.156
C -0.933 2.192 0.360
P -0.199 2.393 2.062
O 0.211 1.101 2.673
H 3.945 1.665 0.426
H 2.896 1.338 1.819
H 3.858 2.816 1.762
H 4.617 0.340 2.981
H 5.674 1.714 2.743
H 6.400 -0.630 1.795
H 5.173 -0.349 0.557
H 6.343 1.714 -0.172
H 7.488 1.568 1.151
H 8.732 0.643 -0.684
H 8.099 -0.756 0.158
H 7.688 -1.241 -2.106
H 6.132 -0.794 -1.440
H 7.712 1.396 -2.771
H 7.027 0.100 -3.806
H 4.816 0.597 -2.452
H 5.591 2.121 -2.037
H 5.538 1.400 -4.955
H 5.308 2.975 -4.209
H 3.167 0.830 -3.895
H 3.252 1.798 -5.358
H 1.723 3.031 -4.051
H 3.238 3.891 -3.887
H 3.489 2.234 -1.732
H 2.812 3.839 -1.634
H 1.171 1.275 -1.991
H 1.510 2.076 -0.467
H -0.475 2.820 -2.610
H 0.516 4.162 -2.116
H -0.067 4.119 0.091
H -2.013 5.191 -0.261
H -3.200 3.020 -2.604
H -4.018 4.939 -1.922
H -3.993 3.275 -0.242
H -2.150 4.706 2.207
H -3.765 3.241 2.690
H -2.613 1.664 1.450
H -3.911 0.555 0.135
H -3.420 1.422 -1.316
H -1.323 0.180 -1.445
H -1.631 -0.669 0.062
H -3.935 -0.887 -1.829
H -2.430 -1.418 -2.568
H -3.020 -2.463 0.185
H -3.991 -3.095 -1.147
H -2.303 -4.589 -1.463
H -1.389 -3.277 -2.191
H -0.168 -2.872 -0.091
H -1.302 -3.896 0.821
H -0.162 -4.599 -0.348
H -0.409 1.285 0.055
H 0.833 3.320 1.854
H -1.211 3.048 2.788
C -2.640 10.346 3.444
C -3.139 11.591 3.456
C -4.631 11.863 3.465
O -4.966 13.032 3.490
C -5.542 10.740 3.442
C -5.041 9.497 3.427
C -3.550 9.225 3.437
O -3.199 8.057 3.436
O -5.807 8.413 3.410
O -2.401 12.686 3.464
H -1.578 10.145 3.442
H -6.604 10.940 3.439
H -5.230 7.627 3.395
H -3.028 13.438 3.480
C -7.772 -6.595 -1.196
C -6.995 -7.615 -0.797
C -5.494 -7.634 -1.025
O -4.895 -8.603 -0.603
C -4.877 -6.520 -1.716
C -5.657 -5.509 -2.116
C -7.153 -5.480 -1.867
O -7.734 -4.482 -2.260
O -5.220 -4.428 -2.752
O -7.448 -8.687 -0.173
H -8.840 -6.574 -1.034
H -3.810 -6.550 -1.890
H -6.021 -3.885 -2.915
H -6.673 -9.258 -0.002
C -3.318 -2.848 2.572
C -2.738 -1.633 2.604
C -3.567 -0.380 2.846
O -3.034 0.735 2.936
C -4.985 -0.510 3.017
C -5.562 -1.729 2.966
C -4.740 -2.985 2.746
O -5.356 -4.033 2.736
O -6.846 -1.936 3.115
O -1.438 -1.516 2.434
H -2.738 -3.749 2.425
H -5.562 0.387 3.196
H -7.001 -2.903 3.065
H -1.082 -0.602 2.487
C 5.994 -3.852 -0.402
C 4.730 -3.586 -0.758
C 3.574 -4.517 -0.442
O 2.472 -4.133 -0.804
C 3.839 -5.754 0.244
C 5.105 -6.027 0.601
C 6.260 -5.083 0.308
O 7.355 -5.440 0.698
O 5.472 -7.124 1.236
O 4.353 -2.499 -1.418
H 6.819 -3.190 -0.626
H 3.015 -6.421 0.455
H 6.440 -7.054 1.368
H 3.385 -2.589 -1.535
C -5.794 -3.458 6.110
C -4.793 -3.191 6.963
C -5.012 -2.440 8.265
O -4.021 -2.269 8.952
C -6.343 -1.985 8.592
C -7.343 -2.250 7.738
C -7.125 -3.008 6.443
O -8.108 -3.181 5.743
O -8.597 -1.878 7.930
O -3.534 -3.544 6.765
H -5.647 -4.008 5.191
H -6.491 -1.444 9.516
H -9.105 -2.207 7.162
H -3.042 -3.231 7.553
C 6.429 -2.230 -6.794
C 6.685 -2.252 -8.111
C 8.095 -2.152 -8.668
O 8.193 -2.198 -9.880
C 9.201 -2.010 -7.749
C 8.942 -1.986 -6.433
C 7.536 -2.105 -5.878
O 7.432 -2.078 -4.662
O 9.870 -1.858 -5.498
O 5.758 -2.361 -9.046
H 5.429 -2.302 -6.390
H 10.200 -1.928 -8.152
H 9.399 -1.879 -4.642
H 6.237 -2.356 -9.901

Properties
Kohn-Sham gap   0.2401 hartree
LUMO level   -4.45 eV
Charge   +1
E_HOMO   -10.979 eV



> Look up the Kohn-Sham gap of the second one.

0.2401 hartree